Entry 1:
A molecular structure, C9H15Cl2NRu, computed with the ωB97M-V functional and the def2-TZVPD basis.

Geometry (Å):
Ru  -0.681  0.422  0.383
Cl  0.015  2.351  -0.642
Cl  -0.482  1.276  2.515
C  1.323  -1.115  -0.880
H  1.994  -1.885  -0.437
H  1.538  -0.054  -0.563
C  -0.924  -0.551  -1.501
C  0.586  -1.324  -2.060
H  -1.543  -1.405  -1.116
C  1.119  -0.954  -3.411
H  0.250  -2.394  -2.068
C  0.778  0.496  -3.708
H  2.208  -1.112  -3.389
H  0.702  -1.630  -4.149
C  -0.734  0.689  -3.832
H  1.167  1.120  -2.920
H  1.248  0.782  -4.655
C  -1.567  0.311  -2.554
H  -0.936  1.757  -4.024
H  -1.142  0.145  -4.687
H  -1.902  1.207  -2.027
H  -2.440  -0.286  -2.892
C  -0.754  -3.489  2.338
C  -0.900  -2.272  1.577
N  -1.080  -1.219  1.096
H  -1.402  -3.465  3.223
H  0.281  -3.626  2.671
H  -1.025  -4.361  1.732

Calculated values
LUMO energy (alpha / beta)   0.002 / -0.065 hartree
Multiplicity   5



Entry 2:
A single C3H2N2O2 molecule, computed with the ωB97M-V functional and the def2-TZVPD basis.

Geometry (Å):
C  -1.235  0.289  -0.142
C  -0.822  1.181  0.779
C  1.582  -0.282  -0.052
N  -0.624  -0.765  -0.813
N  0.662  -0.993  -0.557
O  -0.344  1.918  1.537
O  2.350  0.084  0.778
H  -2.312  0.493  -0.599
H  0.743  -1.925  -0.930

Calculated values
LUMO energy (alpha / beta)   -0.017 / -0.021 hartree



Entry 3:
A molecular structure, C4H6N7, computed with the ωB97M-V functional and the def2-TZVPD basis.

Geometry (Å):
C  2.900  2.757  0.615
C  1.265  1.688  0.894
C  -0.606  -1.635  -1.589
C  -1.679  -1.241  0.266
N  1.866  2.607  1.520
N  2.831  1.935  -0.386
N  0.014  -0.694  -0.932
N  -0.629  -0.463  0.203
N  1.730  1.203  -0.237
N  -1.679  -2.017  -0.856
N  -2.646  -1.140  1.177
H  3.731  3.509  0.689
H  -0.216  -1.950  -2.473
H  1.526  0.459  -0.950
H  -2.514  -2.515  -1.174
H  -3.568  -1.476  1.132
H  -2.329  -1.027  2.101

Calculated values
LUMO energy (alpha / beta)   -0.294 / -0.294 hartree
Charge   +1



Entry 4:
A single C4H7FN2S molecule, computed with the ωB97M-V functional and the def2-TZVPD basis.

Geometry (Å):
C  0.279  0.621  -0.263
C  0.271  -0.307  -1.468
C  -0.152  -0.171  0.789
C  -1.160  -0.235  1.842
H  -0.422  2.097  0.802
H  -1.509  1.651  -0.523
H  1.433  0.810  0.128
H  1.638  -1.658  -2.261
H  1.679  -1.466  -0.443
H  -1.980  0.665  2.197
H  -0.961  -1.153  2.422
N  -0.490  1.909  -0.239
N  1.487  -1.020  -1.594
F  0.780  -1.322  1.094
S  -0.891  -0.419  -2.484

Calculated values
LUMO energy   0.000 hartree



Entry 5:
A gas-phase ion, C13H16NO (charge +1), computed with the ωB97M-V functional and the def2-TZVPD basis.

Geometry (Å):
C  -3.626  -0.479  -2.483
C  -3.138  0.878  -2.410
C  -2.898  -1.555  -1.882
C  -1.921  1.161  -1.783
C  -1.673  -1.215  -1.319
C  -1.143  0.100  -1.289
C  0.608  1.810  -0.479
C  1.034  1.875  0.952
C  2.424  -0.219  0.398
C  1.227  -0.591  -0.556
C  1.661  0.629  1.588
C  0.190  0.390  -0.897
C  1.529  -1.374  3.062
N  0.844  -0.341  2.269
O  0.691  2.651  -1.372
H  -4.618  -0.910  -2.897
H  -3.664  1.694  -2.788
H  -3.273  -2.499  -1.991
H  -1.765  2.178  -1.632
H  -1.175  -2.009  -0.883
H  1.876  2.717  0.915
H  0.277  2.326  1.701
H  2.761  -1.210  0.682
H  3.254  0.409  -0.188
H  1.771  -0.817  -1.506
H  0.856  -1.603  -0.352
H  2.551  0.927  2.250
H  2.228  -0.988  3.762
H  0.907  -1.914  3.812
H  2.123  -2.117  2.508
H  0.084  0.098  2.809

Calculated values
LUMO energy   -0.219 hartree
Charge   +1



Entry 6:
A single C24H24ClFN4O molecule, computed with the ωB97M-V functional and the def2-TZVPD basis.

Geometry (Å):
O  2.160  2.362  0.389
C  2.965  1.472  0.578
N  2.652  0.336  1.256
H  3.279  -0.450  1.196
C  1.285  0.067  1.633
H  0.864  1.011  1.983
H  1.273  -0.668  2.440
C  0.463  -0.464  0.434
N  -0.866  -0.884  0.857
C  -1.590  0.163  1.569
H  -1.261  0.166  2.612
C  -3.096  -0.078  1.536
N  -3.579  0.000  0.174
C  -4.794  0.535  -0.159
C  -5.885  0.564  0.724
C  -7.108  1.100  0.386
C  -7.308  1.623  -0.880
C  -6.263  1.592  -1.786
C  -5.036  1.066  -1.436
H  -4.238  1.079  -2.160
H  -6.399  1.992  -2.780
H  -8.264  2.039  -1.151
H  -7.898  1.085  1.121
F  -5.776  0.020  1.970
C  -2.622  -0.379  -0.839
C  -1.668  -1.415  -0.241
H  -2.258  -2.254  0.142
H  -1.010  -1.798  -1.022
H  -2.045  0.486  -1.203
H  -3.148  -0.823  -1.688
H  -3.576  0.693  2.139
H  -3.323  -1.054  1.985
H  -1.385  1.157  1.140
C  1.222  -1.630  -0.142
C  2.093  -1.466  -1.215
N  2.840  -2.437  -1.709
C  2.750  -3.636  -1.161
C  1.912  -3.920  -0.092
C  1.142  -2.896  0.430
H  0.473  -3.060  1.261
H  1.868  -4.916  0.323
H  3.378  -4.398  -1.602
H  2.199  -0.502  -1.700
H  0.422  0.350  -0.314
C  4.374  1.547  0.091
C  5.425  0.913  0.745
C  6.707  1.030  0.237
C  6.961  1.761  -0.913
C  5.912  2.399  -1.552
C  4.627  2.299  -1.052
H  3.801  2.801  -1.532
H  6.103  2.978  -2.443
H  7.968  1.835  -1.293
Cl  8.014  0.248  1.057
H  5.263  0.360  1.658

Calculated values
LUMO energy   0.018 hartree



The records above yield molar mass values of 309.2; 98.1; 152.1; 134.2; 202.3; 438.9 g/mol, respectively.
The records above yield energy above the lowest of the compared OMol25 structures with the same formula, charge and spin values of 0.0; 520.8; 80.5; 426.9; 327.0; 21.3 kJ/mol, respectively.